62
Properties=species:S:1:pos:R:3 method="wB97M-V/def2-TZVPD" max_force_ev_per_a=5.337 homo_lumo_gap_ev="3.12 / 3.12" total_charge=-2 energy_ev=-52171.5370
Li 0.62 2.65 0.71
O 2.57 2.90 4.04
C 1.99 3.07 2.91
O 2.40 2.64 1.77
C 0.74 3.93 2.87
C 0.64 5.10 3.62
C -0.17 6.12 3.14
C -0.71 6.00 1.86
C -0.55 4.79 1.19
N -0.10 3.71 1.85
C -0.53 4.73 -0.34
O -1.37 5.47 -0.96
O 0.38 4.01 -0.87
H 1.29 5.25 4.48
H -0.23 7.07 3.66
H -1.13 6.85 1.33
C 2.48 -2.34 2.71
N 2.10 -0.98 2.39
C 2.19 -0.36 1.18
N 1.66 0.84 1.26
C 1.31 0.93 2.58
N 1.57 -0.16 3.32
C 1.34 -3.30 2.51
C 0.79 -4.03 3.58
C -0.27 -4.91 3.37
C -0.82 -5.07 2.09
C -0.30 -4.35 1.01
C 0.78 -3.49 1.23
C -0.88 -4.47 -0.32
N -1.52 -5.46 -0.91
N -1.74 -5.05 -2.22
C -1.27 -3.82 -2.31
O -0.71 -3.39 -1.15
C -1.16 -2.91 -3.43
C -0.65 -3.36 -4.65
C -0.46 -2.46 -5.70
C -0.78 -1.11 -5.55
C -1.31 -0.64 -4.33
C -1.71 0.81 -4.20
N -1.37 1.38 -2.90
C -0.13 1.62 -2.40
N -0.25 2.14 -1.19
C -1.60 2.19 -1.01
N -2.33 1.75 -2.03
C -1.50 -1.56 -3.28
H 2.84 -2.35 3.75
H 3.33 -2.62 2.07
H 2.60 -0.82 0.30
H 0.85 1.81 3.01
H 1.19 -3.90 4.58
H -0.69 -5.46 4.21
H -1.66 -5.75 1.95
H 1.20 -2.95 0.38
H -0.37 -4.40 -4.79
H -0.05 -2.81 -6.65
H -0.63 -0.43 -6.38
H -2.79 0.91 -4.35
H -1.20 1.44 -4.94
H 0.79 1.41 -2.92
H -2.06 2.57 -0.10
H -1.92 -1.22 -2.34
H -0.71 1.83 1.32

=====

23
Properties=species:S:1:pos:R:3 method="wB97M-V/def2-TZVPD" smiles="CN/C=C/C[C@@H](C)[NH3+]" max_force_ev_per_a=3.542 homo_lumo_gap_ev=7.78 total_charge=+1 energy_ev=-9436.7119 relative_energy_kcal_mol=75.2
C -1.51 -2.94 -2.67
N -0.70 -2.13 -1.71
C -0.88 -0.79 -1.46
C -0.43 -0.33 -0.25
C -0.36 1.09 0.22
C 0.97 1.35 0.90
C 1.50 2.68 1.35
N 0.97 0.53 2.21
H -2.61 -2.77 -2.58
H -1.30 -2.79 -3.68
H -1.31 -3.93 -2.63
H -0.27 -2.75 -1.03
H -1.46 -0.20 -2.22
H -0.07 -1.01 0.67
H -0.62 1.77 -0.54
H -1.07 1.29 0.98
H 1.66 0.80 0.24
H 2.50 2.51 1.77
H 0.84 2.90 2.22
H 1.45 3.67 0.65
H 0.22 -0.31 2.09
H 0.57 1.15 2.92
H 1.92 0.20 2.56

=====

74
Properties=species:S:1:pos:R:3 method="wB97M-V/def2-TZVPD" spin_multiplicity=2 max_force_ev_per_a=0.664 homo_lumo_gap_ev="3.70 / 6.94" s_squared=0.761 total_charge=-2 energy_ev=-115725.2489 relative_energy_kcal_mol=0.0
Li -0.33 -0.50 0.60
C 3.20 -5.72 3.29
C 2.07 -4.92 2.69
O 2.53 -3.59 2.49
P 1.58 -2.54 1.65
S 2.52 -0.84 1.66
S -0.28 -2.71 2.23
O 1.61 -3.22 0.16
C 2.76 -3.16 -0.69
C 3.69 -4.33 -0.45
H 2.88 -6.75 3.50
H 3.53 -5.26 4.23
H 4.06 -5.76 2.62
H 1.20 -4.92 3.35
H 1.75 -5.36 1.73
H 3.28 -2.21 -0.52
H 2.38 -3.16 -1.71
H 4.11 -4.29 0.55
H 4.50 -4.31 -1.18
H 3.15 -5.28 -0.56
C -0.15 0.47 -4.80
N 0.99 1.27 -4.35
C 2.15 1.07 -5.20
C 1.35 1.09 -2.98
S 1.26 -0.36 -2.18
N 1.89 2.19 -2.43
C 2.55 2.18 -1.13
C 1.82 3.52 -3.03
H -0.44 0.84 -5.79
H -0.99 0.59 -4.11
H 0.09 -0.59 -4.87
H 2.54 0.05 -5.10
H 2.94 1.78 -4.95
H 1.85 1.24 -6.24
H 2.62 1.17 -0.75
H 1.97 2.77 -0.41
H 3.55 2.61 -1.23
H 1.24 3.48 -3.95
H 2.82 3.89 -3.24
H 1.35 4.20 -2.32
F 0.41 6.40 1.27
C 0.04 5.60 2.32
F 0.92 5.85 3.34
F -1.13 6.22 2.78
C -0.08 4.21 1.97
C 0.04 3.17 2.95
C -0.11 1.86 2.58
N -0.36 1.44 1.29
C -0.52 2.44 0.37
C -0.40 3.78 0.64
H 0.24 3.41 3.99
H -0.01 1.07 3.31
H -0.79 2.11 -0.63
H -0.56 4.50 -0.15
C -4.56 0.32 4.04
Sb -3.22 -0.13 2.37
C -4.57 -1.69 1.70
C -4.05 1.46 1.19
H -5.58 0.50 3.67
H -4.21 1.22 4.57
H -4.57 -0.51 4.74
H -5.43 -1.26 1.19
H -4.90 -2.25 2.58
H -4.04 -2.37 1.03
H -5.13 1.32 1.08
H -3.57 1.49 0.21
H -3.85 2.40 1.71
Cl -3.06 -2.12 -3.56
C -3.42 -1.50 -1.92
Cl -5.11 -0.91 -1.84
C -2.43 -0.36 -1.50
O -2.39 0.64 -2.22
O -1.84 -0.62 -0.42
H -3.33 -2.33 -1.24

=====

16
Properties=species:S:1:pos:R:3 method="wB97M-V/def2-TZVPD" smiles=C[C@H]1CO[C@H](O)N1 max_force_ev_per_a=0.332 homo_lumo_gap_ev=10.75 energy_ev=-9878.7707 relative_energy_kcal_mol=29.7
C 0.44 -0.31 -1.95
C 0.31 -0.33 -0.44
C 0.65 1.01 0.26
O -0.18 1.04 1.42
C -0.99 -0.15 1.40
O -0.33 -1.09 2.19
N -1.06 -0.60 0.04
H 0.14 -1.27 -2.37
H 1.49 -0.13 -2.23
H -0.17 0.48 -2.39
H 0.94 -1.12 -0.02
H 1.70 1.10 0.54
H 0.39 1.86 -0.39
H -1.98 0.08 1.80
H 0.36 -0.58 2.61
H -1.72 0.00 -0.46

=====

21
Properties=species:S:1:pos:R:3 method="wB97M-V/def2-TZVPD" spin_multiplicity=2 max_force_ev_per_a=3.794 homo_lumo_gap_ev="7.59 / 5.07" s_squared=0.758 total_charge=-1 energy_ev=-10975.9591 relative_energy_kcal_mol=114.7
C 1.17 -0.03 -0.85
O 2.45 -0.21 -0.60
C 0.39 -1.12 -0.14
C -1.06 -0.71 0.14
C -1.69 -0.24 -1.15
C -2.35 0.95 -1.14
O -0.49 1.39 2.13
N 1.03 -1.21 1.24
H 0.80 -0.04 -2.00
H 0.67 0.97 -0.37
H 0.63 -0.35 1.69
H 2.36 3.03 -0.77
H -1.59 -1.71 0.35
H -1.05 0.06 0.96
H -1.84 -0.95 -1.95
H 1.71 3.20 -0.70
H -3.13 1.24 -1.87
H -2.24 1.54 -0.24
H -0.42 2.25 2.54
H 0.46 -2.20 -0.61
H 2.05 -1.06 0.95

=====

82
Properties=species:S:1:pos:R:3 method="wB97M-V/def2-TZVPD" spin_multiplicity=2 max_force_ev_per_a=5.256 homo_lumo_gap_ev="7.66 / 4.08" s_squared=0.763 total_charge=+1 energy_ev=-123908.9675
C 0.53 0.32 -5.18
N 1.27 -0.75 -5.91
O 2.45 -0.55 -6.17
O 0.73 -1.75 -6.12
H -0.47 0.02 -4.86
H 0.59 1.21 -5.82
H 1.19 0.25 -4.32
C -0.87 4.29 3.57
C 0.10 5.12 4.40
O -0.31 6.48 4.28
S -1.70 6.57 3.42
O -1.63 7.70 2.49
O -2.81 6.21 4.29
O -1.44 5.08 2.63
H -1.74 3.85 4.05
H -0.34 3.54 2.99
H 1.18 5.08 4.24
H -0.13 4.84 5.43
C -1.23 -5.07 1.90
C 0.25 -4.77 1.34
O 0.95 -4.35 2.39
S 0.36 -4.72 3.84
O 0.32 -3.49 4.62
O 1.14 -5.86 4.34
O -1.21 -5.06 3.35
H -1.57 -6.10 1.84
H -1.98 -4.34 1.60
H 0.19 -4.14 0.45
H 0.78 -5.66 1.02
C 3.50 -7.23 -2.19
C 4.55 -6.31 -2.87
O 4.09 -4.95 -2.78
S 2.87 -4.78 -1.68
O 1.56 -4.49 -2.25
O 3.15 -3.90 -0.57
O 2.88 -6.44 -1.19
H 3.95 -8.05 -1.62
H 2.79 -7.84 -2.75
H 4.74 -6.57 -3.91
H 5.45 -6.29 -2.24
C -5.76 -1.63 0.79
C -5.00 -2.95 0.60
O -3.61 -2.61 0.34
S -3.18 -1.37 1.37
O -2.44 -0.24 0.78
O -2.66 -1.86 2.62
O -4.83 -0.87 1.58
H -6.64 -1.80 1.41
H -6.06 -1.20 -0.16
H -5.27 -3.50 -0.30
H -5.20 -3.64 1.42
C 2.08 7.55 0.97
C 1.27 6.73 -0.01
O 1.90 5.53 -0.25
S 3.09 5.28 0.84
O 4.42 5.55 0.28
O 2.91 4.05 1.60
O 2.57 6.55 1.78
H 1.50 8.34 1.44
H 2.94 8.04 0.51
H 1.08 7.15 -1.00
H 0.34 6.42 0.46
N 0.94 -0.78 1.30
C 1.26 -0.73 -0.09
C 1.60 0.58 -0.50
C 1.13 1.37 0.63
C 0.55 0.51 1.60
H 0.66 -1.60 1.82
H 1.42 -1.63 -0.67
H 1.96 0.83 -1.48
H 1.09 2.45 0.69
H -0.11 0.65 2.44
N -0.76 1.62 -2.60
C -1.60 2.08 -3.63
C -2.83 1.35 -3.53
C -2.52 0.28 -2.66
C -1.31 0.46 -2.05
H 0.06 2.13 -2.31
H -1.33 2.94 -4.22
H -3.71 1.46 -4.13
H -3.24 -0.51 -2.48
H -0.83 -0.10 -1.26

=====

13
Properties=species:S:1:pos:R:3 method="wB97M-V/def2-TZVPD" max_force_ev_per_a=3.631 homo_lumo_gap_ev=9.54 energy_ev=-17592.4169 relative_energy_kcal_mol=127.1
C -0.70 0.98 0.14
C 1.05 -0.09 -0.80
C -0.44 -1.35 0.84
N 0.15 -0.13 0.32
O 1.39 2.58 -0.09
S 0.57 1.80 -0.98
H -1.89 0.39 -0.91
H -0.96 1.51 1.07
H 2.12 -0.21 -0.83
H 0.52 -0.75 -1.59
H -1.52 -1.32 0.34
H 0.23 -2.20 0.55
H -0.52 -1.23 1.94

=====

9
Properties=species:S:1:pos:R:3 method="wB97M-V/def2-TZVPD" max_force_ev_per_a=3.421 homo_lumo_gap_ev=7.13 total_charge=-1 energy_ev=-19560.0215 relative_energy_kcal_mol=119.6
C 0.02 2.29 0.93
C 0.96 -0.16 -1.16
C 0.22 0.10 -0.07
N -0.24 3.23 1.56
O -1.95 -1.05 1.36
O -0.37 -2.53 0.12
S -1.18 -1.23 0.13
H 0.79 -1.17 -1.41
H 1.76 0.52 -1.46

=====

12
Properties=species:S:1:pos:R:3 method="wB97M-V/def2-TZVPD" max_force_ev_per_a=0.428 homo_lumo_gap_ev="8.35 / 8.35" energy_ev=-8334.7600 relative_energy_kcal_mol=131.5
O -2.15 -0.87 1.36
C -1.00 -0.63 1.08
C -0.54 -0.23 -0.28
C 0.36 1.66 -0.36
O 1.27 0.91 -1.10
C 0.96 -0.38 -0.62
H -0.20 -0.68 1.85
H -1.23 -0.59 -1.06
H -0.78 1.00 -0.49
H 0.60 1.53 0.72
H 1.53 -0.60 0.29
H 1.18 -1.12 -1.39

=====

16
Properties=species:S:1:pos:R:3 method="wB97M-V/def2-TZVPD" max_force_ev_per_a=2.247 homo_lumo_gap_ev=8.75 total_charge=-1 energy_ev=-10334.0789 relative_energy_kcal_mol=6.8
C 1.86 0.48 0.14
C 1.51 -0.97 -0.21
N 0.63 -1.04 -1.40
H 0.91 1.03 0.30
H 2.56 0.59 0.96
H 2.32 1.00 -0.77
H 2.40 -1.52 -0.46
H 1.05 -1.40 0.69
H 0.57 -1.97 -1.81
H -0.36 -0.76 -1.11
N -2.88 1.03 0.92
C -1.78 0.32 0.36
O -1.74 0.32 -0.92
O -0.93 -0.12 1.17
H -2.76 1.37 1.87
H -3.35 1.65 0.27

=====

96
Properties=species:S:1:pos:R:3 method="wB97M-V/def2-TZVPD" max_force_ev_per_a=1.802 homo_lumo_gap_ev=7.77 total_charge=+1 energy_ev=-483419.7614
C 0.98 3.27 1.10
C 1.63 2.43 0.27
C 1.31 0.94 0.18
N 0.97 0.65 -1.22
N -0.34 0.66 -1.43
C -0.78 0.42 -2.63
C -2.28 0.44 -2.83
Br -2.97 1.95 -1.80
C -2.96 -0.86 -2.34
C -3.23 -0.93 -0.83
Br -1.89 -2.45 -2.78
C 0.10 0.13 -3.70
Br -0.52 -0.23 -5.40
C 1.47 0.14 -3.47
N 2.37 -0.14 -4.52
C 1.89 0.42 -2.16
C 3.35 0.45 -1.81
C 3.93 -0.97 -1.65
C 4.14 -1.49 -0.23
F 2.97 -1.99 0.26
Br 4.85 -0.17 0.98
C 5.15 -2.68 -0.27
F 6.40 -2.24 -0.34
F 4.91 -3.40 -1.39
Br 4.95 -3.88 1.23
H 0.91 3.09 2.17
H 0.58 4.19 0.69
H 2.44 2.78 -0.36
H 0.43 0.77 0.78
H 2.08 0.26 0.54
H -2.53 0.72 -3.85
H -3.91 -0.98 -2.84
H -3.24 -1.98 -0.54
H -4.21 -0.51 -0.62
H -2.45 -0.45 -0.25
H 2.88 0.70 -4.79
H 3.04 -0.86 -4.27
H 3.57 1.12 -0.98
H 3.85 0.88 -2.68
H 4.89 -1.02 -2.16
H 3.26 -1.69 -2.13
C 1.24 -4.54 0.45
C 1.86 -5.19 -0.76
O 1.37 -6.53 -0.72
S -0.10 -6.56 -0.09
O -1.05 -6.57 -1.15
O -0.13 -7.53 0.94
O -0.08 -5.09 0.54
H 1.79 -4.81 1.36
H 1.18 -3.46 0.37
H 2.94 -5.16 -0.75
H 1.50 -4.72 -1.69
C 2.20 0.11 3.38
C 2.19 -0.37 4.82
O 1.65 0.74 5.55
S 0.57 1.51 4.66
O -0.73 1.08 4.98
O 0.91 2.89 4.64
O 0.99 0.86 3.25
H 3.04 0.77 3.19
H 2.21 -0.71 2.66
H 3.18 -0.61 5.20
H 1.53 -1.23 4.96
C -4.73 -7.32 -1.80
C -4.54 -7.83 -0.38
O -4.80 -6.68 0.44
S -5.92 -5.77 -0.24
O -7.19 -6.07 0.31
O -5.43 -4.44 -0.30
O -5.85 -6.42 -1.70
H -3.86 -6.76 -2.13
H -4.95 -8.11 -2.51
H -3.53 -8.20 -0.20
H -5.26 -8.61 -0.14
C -4.12 6.38 -3.27
C -5.10 6.11 -4.40
O -4.27 5.61 -5.46
S -3.05 4.78 -4.86
O -3.37 3.40 -4.89
O -1.85 5.27 -5.43
O -3.18 5.29 -3.36
H -3.58 7.32 -3.42
H -4.59 6.39 -2.30
H -5.62 7.00 -4.73
H -5.82 5.34 -4.13
C 2.04 5.32 6.09
C 2.06 6.36 4.99
O 1.84 7.59 5.68
S 2.50 7.54 7.13
O 3.78 8.15 7.10
O 1.52 7.92 8.08
O 2.70 5.95 7.19
H 1.02 5.07 6.39
H 2.56 4.41 5.81
H 1.29 6.20 4.24
H 3.04 6.41 4.50

=====

24
Properties=species:S:1:pos:R:3 method="wB97M-V/def2-TZVPD" spin_multiplicity=2 max_force_ev_per_a=4.296 homo_lumo_gap_ev="8.59 / 6.82" s_squared=0.761 energy_ev=-18794.5582 relative_energy_kcal_mol=0.0
O 0.16 -0.54 1.96
C 0.37 -0.77 0.68
O 1.42 -0.46 0.13
O -0.31 -1.80 0.23
C -1.25 -1.61 -0.84
C 1.01 0.38 2.66
H 1.19 0.05 3.70
H 1.99 0.55 2.19
C 0.28 1.70 2.71
H 0.21 2.10 1.69
H -0.74 1.53 3.09
H 0.83 2.39 3.36
C -2.08 -2.86 -0.97
H -0.73 -1.45 -1.79
H -1.92 -0.76 -0.65
H -1.52 -3.62 -1.53
H -2.99 -2.62 -1.54
H -2.38 -3.24 0.01
Hg 2.52 -0.48 -1.96
O 1.06 0.97 -2.69
C 0.78 2.32 -2.63
H -0.28 2.54 -2.86
H 0.97 2.73 -1.61
H 1.38 2.94 -3.33

=====

14
Properties=species:S:1:pos:R:3 method="wB97M-V/def2-TZVPD" max_force_ev_per_a=4.408 homo_lumo_gap_ev=9.32 energy_ev=-10748.5783 relative_energy_kcal_mol=126.8
C -0.75 -0.83 -0.21
C 0.41 1.03 1.23
N -0.76 -1.36 -1.50
N 1.26 -0.10 1.01
N -1.00 0.54 -0.17
O 0.39 -1.23 0.66
O 0.82 2.28 0.95
H -1.53 -1.23 0.33
H -0.30 0.98 1.99
H 0.01 -0.95 -2.07
H -0.76 -2.45 -1.54
H 1.88 -0.02 0.28
H -0.49 1.09 -0.91
H 0.83 2.26 -0.03

=====

36
Properties=species:S:1:pos:R:3 method="wB97M-V/def2-TZVPD" max_force_ev_per_a=8.728 homo_lumo_gap_ev="5.96 / 5.97" total_charge=+2 energy_ev=-42313.9928 relative_energy_kcal_mol=0.0
H -2.84 -0.35 2.24
N -1.65 0.06 0.52
B -0.85 0.70 -1.84
N -1.96 0.56 -0.75
C -3.28 0.76 -0.83
Ce 0.65 -0.66 1.12
H -3.71 1.13 -1.76
C -3.87 0.43 0.39
H -4.91 0.48 0.64
C -2.82 0.00 1.21
H -1.31 1.10 -2.87
C 2.50 -1.74 2.13
H 2.83 -1.92 3.15
H 2.75 -0.67 1.91
H 3.00 -2.40 1.41
N -0.21 -0.71 -1.99
N 0.26 1.66 -1.30
N 0.40 -1.36 -0.88
N 0.95 1.37 -0.12
C -0.16 -1.52 -3.05
C 0.74 2.79 -1.83
H -0.59 -1.18 -3.99
H 0.34 3.16 -2.77
C 0.47 -2.71 -2.70
C 1.74 3.29 -1.00
C 0.81 -2.60 -1.35
C 1.84 2.39 0.07
H 0.65 -3.55 -3.35
H 2.32 4.18 -1.15
H 1.31 -3.30 -0.69
H 2.48 2.41 0.94
H 1.27 -2.12 2.19
F -0.73 0.91 3.87
C 0.28 -0.03 3.65
F 1.39 0.53 4.30
F -0.07 -1.10 4.47